# 1
Density functional theory data (the ωB97M-V functional and the def2-TZVPD basis) for an isolated molecule of C12H11BO.

```
25
Properties=species:S:1:pos:R:3
O -2.054 1.621 0.240
B -0.967 0.763 0.076
C -1.022 -0.624 0.764
C -0.105 -1.606 0.577
C -0.250 -2.847 1.173
C -1.380 -3.140 1.900
C -2.350 -2.151 2.028
C -2.160 -0.910 1.480
C 0.309 1.202 -0.713
C 1.063 2.195 -0.145
C 2.251 2.606 -0.727
C 2.718 1.932 -1.850
C 1.960 0.924 -2.412
C 0.739 0.599 -1.889
H -1.831 2.460 -0.213
H 0.738 -1.390 -0.057
H 0.524 -3.583 0.996
H -1.580 -4.148 2.231
H -3.237 -2.385 2.618
H -2.946 -0.148 1.536
H 0.743 2.623 0.779
H 2.802 3.450 -0.348
H 3.603 2.282 -2.365
H 2.267 0.442 -3.320
H 0.167 -0.168 -2.357
```

Results
- energy above the lowest of the compared OMol25 structures with the same formula, charge and spin (kJ/mol) = 0.00
- max |F| (eV Å⁻¹) = 1.82
- SMILES string = OB(c1ccccc1)c1ccccc1
- total charge = 0
- calculated total energy (eV) = -15347.824
- HOMO energy (eV) = -9.35

Mulliken analysis output, partial charges in e: -0.623, 0.474, 0.575, -0.421, -0.528, -0.491, -0.373, -0.605, 0.203, -0.338, -0.549, -0.458, -0.391, -0.544, 0.316, 0.343, 0.366, 0.360, 0.345, 0.334, 0.403, 0.388, 0.351, 0.385, 0.475



# 2
Density functional theory data (the ωB97M-V functional and the def2-TZVPD basis) for an isolated molecule of C20H28N4O5S.

```
58
Properties=species:S:1:pos:R:3
C -6.073 -0.397 2.258
C -5.874 0.349 0.942
O -4.545 0.779 0.727
C -4.155 1.913 1.488
C -2.677 2.216 1.253
C -2.372 2.605 -0.195
N -2.550 1.464 -1.062
C -1.551 0.813 -1.669
S -0.041 1.510 -1.801
N -1.831 -0.380 -2.276
C -0.743 -1.261 -2.657
C -0.631 -2.411 -1.620
N -1.271 -1.986 -0.396
C -0.609 -1.325 0.578
O -1.161 -0.676 1.448
C 0.912 -1.524 0.596
O 1.394 -2.588 0.926
N 1.580 -0.397 0.260
C 2.958 -0.183 0.227
C 3.409 1.015 -0.330
C 4.758 1.288 -0.383
C 5.682 0.372 0.120
C 7.119 0.709 0.044
O 7.560 1.734 -0.419
O 7.907 -0.256 0.552
C 9.300 0.004 0.512
C 5.228 -0.823 0.673
C 3.878 -1.103 0.728
C -2.708 -1.818 -0.527
C -2.993 -1.162 -1.894
H -5.333 -1.187 2.350
H -5.977 0.271 3.109
H -7.067 -0.836 2.276
H -6.557 1.209 0.884
H -6.089 -0.323 0.105
H -4.778 2.774 1.194
H -4.312 1.723 2.556
H -2.389 3.035 1.911
H -2.092 1.333 1.519
H -1.342 2.953 -0.288
H -3.046 3.403 -0.525
H -3.411 0.975 -0.852
H -0.942 -1.661 -3.655
H 0.174 -0.671 -2.692
H 0.411 -2.666 -1.433
H -1.145 -3.309 -1.974
H 1.029 0.384 -0.098
H 2.692 1.720 -0.726
H 5.122 2.209 -0.811
H 9.631 0.147 -0.519
H 9.535 0.907 1.082
H 9.785 -0.863 0.953
H 5.941 -1.533 1.063
H 3.529 -2.028 1.155
H -3.200 -2.792 -0.449
H -3.038 -1.180 0.296
H -3.899 -0.557 -1.867
H -3.130 -1.920 -2.670
```

Results
- energy above the lowest of the compared OMol25 structures with the same formula, charge and spin (kJ/mol) = 120.53
- max |F| (eV Å⁻¹) = 0.98
- SMILES string = CCOCCCNC(=S)N1CCN(C(=O)C(=O)Nc2ccc(C(=O)OC)cc2)CC1
- total charge = 0
- calculated total energy (eV) = -48228.916
- HOMO energy (eV) = -8.38

Mulliken analysis output, partial charges in e: -1.182, -0.429, -0.217, -0.751, -0.210, -1.036, -0.088, 0.689, -0.550, 0.014, -0.905, -0.645, 0.184, 0.866, -0.678, 0.067, -0.657, 0.265, 1.260, -0.214, -1.103, 0.136, 0.706, -0.620, -0.303, -0.652, -0.890, -0.562, -0.654, -1.171, 0.283, 0.330, 0.416, 0.371, 0.319, 0.391, 0.408, 0.471, 0.003, 0.408, 0.373, 0.244, 0.371, 0.435, 0.351, 0.401, -0.442, 0.319, 0.449, 0.288, 0.286, 0.226, 0.438, 0.531, 0.370, 0.395, 0.509, 0.386



# 3
Density functional theory data (the ωB97M-V functional and the def2-TZVPD basis) for a 2-piece molecular cluster, CHI2N overall.

```
5
Properties=species:S:1:pos:R:3
N 1.090 -2.633 -0.918
C 1.335 -1.618 -0.487
I 1.543 0.253 0.277
I -2.278 1.493 0.069
H -1.690 2.506 1.059
```

Results
- energy above the lowest of the compared OMol25 structures with the same formula, charge and spin (kJ/mol) = 13.95
- max |F| (eV Å⁻¹) = 3.63
- SMILES string = N#CI.I
- total charge = 0
- calculated total energy (eV) = -18743.320
- HOMO energy (eV) = -10.00

Mulliken analysis output, partial charges in e: -0.299, -0.010, 0.305, -0.076, 0.080



# 4
Density functional theory data (the ωB97M-V functional and the def2-TZVPD basis) for C15H62BNO27 as an isolated structure.

```
106
Properties=species:S:1:pos:R:3
C 34.419 30.457 29.581
C 34.664 31.821 30.336
C 35.658 32.706 29.531
C 35.680 34.079 30.346
N 36.777 35.028 30.013
C 36.511 35.416 28.549
C 37.483 34.665 27.671
C 38.596 34.183 28.591
C 38.082 34.376 30.004
C 36.685 36.185 30.891
C 37.271 35.906 32.390
C 37.305 37.180 33.317
H 34.052 30.519 28.605
H 33.738 29.694 30.143
H 35.439 29.910 29.233
H 35.277 31.477 31.152
H 33.712 32.351 30.605
H 34.999 32.949 28.643
H 36.632 32.155 29.272
H 35.770 33.667 31.533
H 34.665 34.539 30.114
H 36.817 36.454 28.345
H 35.578 35.185 28.195
H 37.858 35.393 26.925
H 36.899 33.805 27.247
H 39.620 34.395 28.391
H 38.577 33.046 28.367
H 38.789 35.007 30.680
H 38.193 33.542 30.481
H 35.730 36.329 31.135
H 37.216 37.159 30.414
H 38.399 35.721 32.400
H 37.011 34.983 32.942
H 37.954 38.126 32.772
H 37.680 37.164 34.342
H 36.472 37.526 33.542
O 33.800 36.677 34.383
C 32.997 36.123 33.608
O 33.371 36.008 32.413
B 32.188 35.451 31.682
O 31.256 35.228 32.821
C 31.809 35.542 33.908
O 31.272 35.321 34.995
O 32.432 34.226 31.001
C 32.146 34.353 29.862
O 32.233 33.579 28.942
C 31.639 35.702 29.665
O 31.586 36.319 30.755
O 31.567 36.250 28.578
O 33.208 28.713 26.926
H 33.496 28.095 27.605
H 34.080 29.127 26.464
O 37.480 37.909 36.939
H 37.685 37.566 37.763
H 36.857 37.112 36.697
O 35.499 35.566 36.220
H 35.074 36.010 35.467
H 35.824 34.791 35.788
O 33.820 39.432 33.110
H 33.737 38.664 33.594
H 34.500 39.555 32.489
O 35.886 39.333 31.121
H 36.128 39.648 30.111
H 36.768 39.625 31.360
O 37.413 33.062 23.797
H 37.217 33.098 22.805
H 36.699 32.898 24.422
O 39.049 36.426 24.349
H 38.259 35.960 24.305
H 39.075 36.782 23.351
O 37.349 31.086 27.094
H 37.181 30.188 27.210
H 38.300 31.132 27.244
O 38.409 38.356 26.364
H 37.661 38.713 26.085
H 38.320 37.650 25.809
O 36.817 28.353 26.961
H 36.323 27.879 27.636
H 37.706 28.053 27.185
O 39.803 39.974 32.235
H 40.266 39.329 32.670
H 39.001 40.423 32.690
O 35.501 31.867 25.220
H 34.629 32.254 25.663
H 36.250 31.719 25.680
O 40.116 31.007 27.326
H 40.118 31.918 27.022
H 40.686 30.533 26.709
O 39.978 38.135 35.919
H 40.704 37.744 36.235
H 39.284 38.166 36.407
O 39.958 33.207 25.620
H 39.525 33.194 24.848
H 40.341 34.167 25.741
O 31.464 31.349 32.632
H 31.226 30.452 32.557
H 31.713 31.447 31.761
O 34.039 33.866 26.584
H 33.453 33.854 27.351
H 33.478 33.818 25.704
O 40.996 36.949 29.388
H 41.057 37.128 30.263
H 41.616 36.211 29.098
O 36.435 33.151 34.699
H 35.504 32.626 34.719
H 36.778 32.786 35.545
```

Results
- energy above the lowest of the compared OMol25 structures with the same formula, charge and spin (kJ/mol) = 150.05
- max |F| (eV Å⁻¹) = 10.57
- total charge = 0
- calculated total energy (eV) = -74004.712
- HOMO energy (eV) = -10.01

Results of the Mulliken charge analysis, in e, for atoms 1 through 99: -1.339, 0.191, 0.932, -1.480, 1.390, -1.115, 1.274, 0.402, -1.522, -0.721, -0.032, -0.885, 0.522, 0.266, 0.105, 0.501, -0.418, -0.583, 0.280, 0.033, 0.270, 0.797, 0.138, -0.005, -0.665, 0.556, -0.596, 0.266, 0.751, 0.425, 0.379, 0.245, 0.102, -0.385, 0.526, 0.377, -0.996, 0.695, 0.721, 0.731, -0.691, 0.214, -0.662, -0.143, 0.960, -0.853, 0.321, -0.429, -0.662, -0.642, 0.287, 0.339, -0.673, 0.312, 0.362, -0.714, 0.406, 0.389, -0.689, 0.284, 0.353, -0.680, 0.353, 0.254, -0.646, 0.271, 0.480, -0.658, 0.313, 0.329, -0.646, 0.347, 0.333, -0.535, 0.261, 0.258, -0.621, 0.287, 0.297, -0.637, 0.284, 0.321, -0.682, 0.373, 0.288, -0.667, 0.290, 0.306, -0.537, 0.264, 0.311, -0.544, 0.206, 0.304, -0.531, 0.273, 0.270, -0.717, 0.339



# 5
Density functional theory data (the ωB97M-V functional and the def2-TZVPD basis) for an isolated molecule of C4H7NO.

```
13
Properties=species:S:1:pos:R:3
C 1.514 0.479 0.256
C 0.523 -0.392 -0.417
C -0.397 -1.231 0.297
N -1.236 -0.074 0.709
C -1.645 0.777 -0.218
O -1.113 1.061 -1.306
H 1.374 1.509 -0.090
H 1.425 0.442 1.344
H 2.525 0.174 -0.048
H 0.531 -0.402 -1.500
H -0.935 -1.956 -0.321
H -0.005 -1.695 1.205
H -2.562 1.309 0.088
```

Results
- energy above the lowest of the compared OMol25 structures with the same formula, charge and spin (kJ/mol) = 333.42
- max |F| (eV Å⁻¹) = 0.39
- total charge = 0
- calculated total energy (eV) = -7796.189
- HOMO energy (eV) = -8.94

Mulliken analysis output, partial charges in e: -1.098, 0.237, -0.389, -0.550, 0.146, -0.592, 0.299, 0.318, 0.367, 0.311, 0.252, 0.287, 0.412